[1]
Molecular formula: CH2N2O2S
Method: DFT, ωB97M-V/def2-TZVPD

XYZ file:
```
8
CH2N2O2S | OMol25 | ωB97M-V/def2-TZVPD
H -1.43489 -1.95084 1.05658
N -1.67394 -1.16795 0.44961
N -1.06491 -1.18839 -0.65487
S -1.21548 -0.10266 -1.84094
H -0.39261 -1.94943 -0.86445
O 2.44797 1.11543 0.78969
C 1.92374 2.11861 0.61689
O 1.41012 3.12523 0.44749
```

The calculation puts the HOMO energy at -9.1 eV. As for the SMILES: [H]/N=[NH+]/[S-].O=C=O. The LUMO energy is -0.5 eV. The value obtained for the total energy is -697.44035 Ha. The orbital gap is 8.6 eV. The calculation puts the energy above the lowest of the compared OMol25 structures with the same formula, charge and spin at 69.4 kcal/mol. Its spin multiplicity is 1.

***

[2]
Molecular formula: CH2N2O2S
Method: DFT, ωB97M-V/def2-TZVPD

XYZ file:
```
8
CH2N2O2S | OMol25 | ωB97M-V/def2-TZVPD
C 0.99366 -0.58289 0.35241
N 0.42406 1.65803 1.05581
N 0.69570 0.56424 0.53155
O 0.90024 -1.63158 -0.39918
O -0.52336 -0.30472 -1.67278
S -0.33287 -1.70870 -1.56784
H 1.07097 2.36905 0.62579
H -1.57200 -2.16306 -0.63769
```

The calculation puts the HOMO energy (spin up / spin down) at -8.6 / -8.6 eV. The LUMO energy (spin up / spin down) is -0.2 / -0.2 eV. The value obtained for the total energy is -697.28254 Ha. The orbital gap (spin up / spin down) is 8.4 / 8.4 eV. The calculation puts the energy above the lowest of the compared OMol25 structures with the same formula, charge and spin at 168.4 kcal/mol. Its spin multiplicity is 1.

***

[3]
Molecular formula: CH2N2O2S
Method: DFT, ωB97M-V/def2-TZVPD

XYZ file:
```
8
CH2N2O2S | OMol25 | ωB97M-V/def2-TZVPD
C 1.52078 -0.47661 0.35542
N -0.26803 0.45209 -0.00620
N -1.46471 -0.02436 -0.22851
O -1.63852 -1.14635 0.14168
O -2.31742 0.71389 -0.58731
S 2.72737 -0.06441 -0.51311
H 1.41814 -0.81704 1.35095
H 0.02239 1.36278 -0.51291
```

The calculation puts the HOMO energy at -9.8 eV. The LUMO energy is -1.8 eV. The value obtained for the total energy is -697.24660 Ha. The orbital gap is 7.9 eV. The calculation puts the energy above the lowest of the compared OMol25 structures with the same formula, charge and spin at 191.0 kcal/mol. Its spin multiplicity is 1.

***

[4]
Molecular formula: CH2N2O2S2
Method: DFT, ωB97M-V/def2-TZVPD

XYZ file:
```
9
CH2N2O2S2 | OMol25 | ωB97M-V/def2-TZVPD
C -2.31144 -1.52091 -0.09889
N -1.45501 -2.21138 -0.47271
N 0.23780 0.45164 0.04863
O -1.40141 2.08849 -1.42641
O -1.29897 2.43499 1.02208
S -3.53085 -0.55767 0.32464
S -1.17016 1.57385 -0.12928
H 0.66546 -0.10157 -0.66680
H 0.36730 -0.05361 0.91463
```

The calculation puts the HOMO energy (spin up / spin down) at -10.3 / -9.7 eV. The LUMO energy (spin up / spin down) is -2.3 / -3.5 eV. The value obtained for the total energy is -1095.54638 Ha. The orbital gap (spin up / spin down) is 7.9 / 6.2 eV. The calculation puts the energy above the lowest of the compared OMol25 structures with the same formula, charge and spin at 64.9 kcal/mol. Its spin multiplicity is 1.